1:
Formula: C3H14N2O2
Source: OMol25
Level of theory: ωB97M-V with the def2-TZVPD basis set

Cartesian coordinates (Å):
C1 1.4799 0.7805 0.8451
C2 0.6311 0.3550 -0.3490
N1 0.5656 -1.0914 -0.4197
C3 -0.3562 -1.6562 -1.3980
N2 -1.3154 -2.5367 -0.7036
H1 2.4951 0.3843 0.7073
H2 1.5552 1.8586 0.9761
H3 1.0573 0.3568 1.7656
H4 1.0237 0.9314 -1.2021
H5 -0.3740 0.7531 -0.2381
H6 1.4975 -1.4541 -0.5713
H7 -0.8800 -0.8483 -1.8991
H8 0.1975 -2.2456 -2.1384
H9 -0.9739 -2.6041 0.2475
H10 -1.3297 -3.4677 -1.0993
H11 -0.9676 -0.4216 2.2354
H12 -2.1760 0.2987 2.7836
O1 -1.8311 -0.5992 2.6365
H13 -0.6831 4.0533 -0.2847
H14 0.2293 3.5698 -1.4365
O2 0.1548 3.5834 -0.4574

HOMO (alpha / beta): 0.9 / -6.0 eV
total charge: -1
spin multiplicity: 2
orbital gap (alpha / beta): 0.0978 / 0.3486 Eh
expectation value of S²: 0.75


2:
Formula: C3H14N2O2
Source: OMol25
Level of theory: ωB97M-V with the def2-TZVPD basis set

Cartesian coordinates (Å):
N1 -1.3090 0.5479 0.5832
C1 -0.6254 1.0555 -0.6176
C2 0.7409 1.7134 -0.0449
C3 -0.6102 2.4838 -0.8332
N2 -1.1096 -2.6843 0.2589
H1 -1.9450 -0.2770 0.2966
H2 -0.3804 -2.3496 0.9852
H3 -0.2587 0.4804 -1.3276
H4 1.5760 1.7921 -0.7760
H5 0.9641 0.9512 0.6925
H6 0.9860 2.6537 0.5212
H7 -1.2705 3.0489 -0.1287
H8 -0.0381 3.0382 -1.5741
H9 -0.9529 -3.3504 -0.5086
H10 -1.9427 -3.0011 0.7083
H11 1.4756 -0.3201 1.7787
H12 -0.6125 0.0619 1.1564
O1 0.8028 -0.9342 1.3535
H13 1.2895 -1.0022 -0.0469
H14 2.3988 -0.8620 -1.1955
O2 1.5234 -1.2441 -1.0413

HOMO (alpha / beta): -0.6 / -4.4 eV
total charge: -1
spin multiplicity: 2
orbital gap (alpha / beta): 0.1710 / 0.3057 Eh
expectation value of S²: 0.75


Most stable to least stable, the ends of the list are 1 and 2.


1:
Formula: C10H11NO
Source: OMol25
Level of theory: ωB97M-V with the def2-TZVPD basis set

Cartesian coordinates (Å):
C1 -3.2125 0.6945 2.1502
C2 -2.9411 0.1894 0.8485
C3 -2.0267 0.8716 2.7775
C4 -1.5875 0.0694 0.7099
C5 -0.8273 -0.3903 -0.4376
C6 0.4769 -0.4695 -0.4784
C7 0.3041 0.5204 2.1573
C8 1.3892 -0.8590 -2.7510
C9 2.7639 0.2627 -0.9502
C10 1.6757 -0.7791 -1.2403
N1 -1.0018 0.4933 1.9112
O1 1.0279 0.8216 3.0536
H1 -4.1849 0.8997 2.5547
H2 -3.6758 -0.0536 0.1067
H3 -1.7891 1.2301 3.7591
H4 -1.4800 -0.6689 -1.2704
H5 0.6573 -1.6367 -2.9572
H6 2.3068 -1.0905 -3.2880
H7 1.0000 0.0893 -3.1142
H8 2.4423 1.2455 -1.2908
H9 3.6882 0.0034 -1.4634
H10 2.9561 0.3175 0.1183
H11 2.0383 -1.7607 -0.9055

HOMO (alpha / beta): -8.1 / -8.1 eV
spin multiplicity: 1
orbital gap (alpha / beta): 0.3145 / 0.3156 Eh


2:
Formula: C10H11NO
Source: OMol25
Level of theory: ωB97M-V with the def2-TZVPD basis set

Cartesian coordinates (Å):
O1 1.4022 2.4622 -1.0503
N1 2.1024 1.5595 -0.2479
C1 1.2935 0.6161 0.3178
C2 2.0912 -0.5237 0.8816
C3 1.4391 -1.7465 0.3180
C4 0.5332 -1.5335 -0.9469
C5 -0.6153 -0.4967 -0.5575
C6 -1.9878 -0.8453 -0.6115
C7 -3.0560 -0.0030 -0.0744
C8 -2.6007 1.2809 0.4093
C9 -1.2129 1.4902 0.7238
C10 -0.2274 0.6430 0.2343
H1 1.8189 3.3401 -1.1683
H2 3.0857 -0.2650 0.5297
H3 2.3464 -0.3351 1.9859
H4 0.8403 -2.0567 1.1876
H5 2.1097 -2.6597 0.2761
H6 0.0539 -2.4994 -1.1472
H7 1.1320 -1.1535 -1.8048
H8 -2.3492 -1.8893 -0.8387
H9 -4.0466 -0.1081 -0.2103
H10 -3.1371 2.1929 0.5878
H11 -1.0153 2.5307 1.2061

HOMO: -8.9 eV
spin multiplicity: 1
orbital gap: 0.3575 Eh


Most stable to least stable, the ends of the list are 2 and 1.


1:
Formula: C40H60O30
Source: OMol25
Level of theory: ωB97M-V with the def2-TZVPD basis set

Cartesian coordinates (Å):
C1 -2.2623 -3.8513 -1.4889
C2 -3.0942 -3.1987 -0.3676
C3 -4.2566 -3.9809 0.1630
O1 -4.1453 -3.7532 1.5928
C4 -2.8767 -3.4174 1.8689
O2 -2.3968 -3.4790 2.9621
O3 -2.1894 -3.1300 0.7457
H1 -1.2535 -3.4543 -1.5718
H2 -2.7500 -3.7081 -2.4565
H3 -2.2378 -4.9271 -1.3083
H4 -3.3267 -2.1926 -0.7302
H5 -4.1211 -5.0659 0.1394
H6 -5.1837 -3.6897 -0.3210
C5 7.3335 0.1263 0.4889
C6 6.1994 0.0228 -0.4938
C7 6.0895 -1.3500 -1.1578
O4 4.8776 -1.8969 -0.6473
C8 4.2233 -0.9614 0.0867
O5 3.1300 -1.0701 0.5299
O6 4.9478 0.1696 0.1773
H7 7.3761 1.0836 1.0091
H8 8.3005 0.0357 -0.0118
H9 7.2824 -0.6648 1.2397
H10 6.2990 0.7972 -1.2568
H11 6.9419 -1.9693 -0.8815
H12 6.0120 -1.2799 -2.2421
C9 -0.8407 -2.3890 -5.0778
C10 -1.2167 -3.8381 -5.2940
C11 -2.6502 -4.0491 -5.7568
O7 -2.5554 -4.8362 -6.9397
C12 -1.2399 -4.9797 -7.2657
O8 -0.8500 -5.5095 -8.2456
O9 -0.4420 -4.3811 -6.3666
H13 -1.3259 -1.9519 -4.2029
H14 -1.1103 -1.7844 -5.9445
H15 0.2301 -2.2910 -4.9023
H16 -1.0642 -4.4563 -4.4052
H17 -3.1246 -3.1054 -6.0290
H18 -3.1901 -4.5905 -4.9813
C13 -6.2490 -0.0916 -5.1014
C14 -5.1228 -0.6978 -4.2809
C15 -5.3509 -0.5947 -2.7398
O10 -5.4999 -1.9252 -2.3229
C16 -5.3522 -2.8001 -3.3263
O11 -5.3402 -3.9887 -3.2309
O12 -5.1331 -2.1317 -4.4686
H19 -6.4655 0.9306 -4.8007
H20 -7.1178 -0.7374 -4.9859
H21 -5.9092 -0.1224 -6.1373
H22 -4.0994 -0.3839 -4.4824
H23 -6.2755 -0.0408 -2.5590
H24 -4.5193 -0.0720 -2.2658
C17 -4.4178 1.6101 3.6304
C18 -4.0983 0.1373 3.4442
C19 -2.8697 -0.3657 4.2310
O13 -3.3901 -1.3766 5.0745
C20 -4.6899 -1.5719 4.8339
O14 -5.3623 -2.3801 5.3758
O15 -5.1756 -0.6461 3.9716
H25 -5.2889 1.8918 3.0453
H26 -3.5254 2.1106 3.2302
H27 -4.4558 1.9724 4.6567
H28 -3.9195 -0.0504 2.3838
H29 -2.4141 0.4589 4.7763
H30 -2.1464 -0.7550 3.5205
C21 1.5117 3.4571 3.5597
C22 0.7471 4.3437 4.5284
C23 1.6558 4.9111 5.6554
O16 1.4841 6.3245 5.5158
C24 0.7898 6.6277 4.3963
O17 0.6189 7.7389 4.0059
O18 0.3458 5.5225 3.8338
H31 0.7842 3.0994 2.8343
H32 1.9674 2.6053 4.0739
H33 2.3570 3.9666 3.0964
H34 -0.0760 3.7522 4.9274
H35 2.7120 4.6696 5.5400
H36 1.3258 4.5714 6.6350
C25 2.8367 1.8249 7.6351
C26 1.6213 0.9087 7.5477
C27 0.3031 1.6899 7.3798
O19 -0.2514 1.1947 6.1768
C28 0.5308 0.2274 5.6463
O20 0.1944 -0.3650 4.6794
O21 1.6876 0.1897 6.3281
H37 3.7844 1.2928 7.7307
H38 2.8153 2.4754 8.5133
H39 2.9452 2.5035 6.7871
H40 1.6045 0.3144 8.4597
H41 0.2484 2.7760 7.2910
H42 -0.3737 1.4477 8.2050
C29 -0.7916 0.2345 1.3303
C30 -0.3336 0.3069 -0.0949
C31 0.3446 -0.9909 -0.5881
O22 -0.2712 -1.2927 -1.8439
C32 -1.3463 -0.4905 -2.0087
O23 -1.9941 -0.4773 -3.0219
O24 -1.5142 0.2612 -0.9424
H43 -0.9988 1.2432 1.7009
H44 0.0040 -0.1721 1.9558
H45 -1.7372 -0.2924 1.4372
H46 0.3411 1.1490 -0.2575
H47 0.2939 -1.8148 0.1256
H48 1.3939 -0.8545 -0.8639
C33 3.3978 -0.6243 -3.5399
C34 2.4166 0.2133 -4.3082
C35 2.9317 1.5211 -4.9711
O25 2.3300 1.4865 -6.2565
C36 1.8238 0.2551 -6.5045
O26 1.4191 -0.0936 -7.5685
O27 2.0008 -0.5366 -5.4510
H49 4.2139 -0.9601 -4.1804
H50 2.9356 -1.4802 -3.0523
H51 3.8404 0.0152 -2.7669
H52 1.5578 0.4909 -3.6904
H53 4.0198 1.5801 -5.0263
H54 2.5711 2.3505 -4.3650
C37 3.4947 1.2235 -1.2532
C38 3.5337 2.4025 -0.2942
C39 3.8139 3.7653 -0.9489
O28 2.8383 4.6021 -0.3100
C40 1.8596 3.8399 0.2294
O29 0.7982 4.2298 0.5758
O30 2.2613 2.5541 0.3169
H55 2.8397 1.4219 -2.1061
H56 3.0032 0.4127 -0.7102
H57 4.4763 0.9454 -1.6311
H58 4.2723 2.2351 0.4929
H59 3.6294 3.7419 -2.0222
H60 4.8101 4.1157 -0.6978

HOMO: -10.4 eV
spin multiplicity: 1
orbital gap: 0.3665 Eh


2:
Formula: C40H60O30
Source: OMol25
Level of theory: ωB97M-V with the def2-TZVPD basis set

Cartesian coordinates (Å):
C1 -20.1601 -16.6888 -23.7066
C2 -20.7413 -15.2953 -23.4437
C3 -21.8713 -15.2762 -22.3856
O1 -21.5092 -14.2163 -21.4934
C4 -20.2427 -13.8530 -21.6976
O2 -19.6605 -12.9451 -21.1981
O3 -19.7608 -14.5035 -22.7964
H1 -19.2712 -16.6008 -24.3231
H2 -20.8447 -17.4821 -24.0155
H3 -19.9488 -17.1295 -22.7228
H4 -21.1874 -14.9600 -24.3808
H5 -21.9593 -16.2057 -21.8303
H6 -22.7444 -14.9330 -22.9335
C5 -21.5508 -7.2477 -22.7936
C6 -22.6405 -7.0853 -21.7570
C7 -22.9081 -5.6436 -21.2362
O4 -24.2468 -5.3550 -21.6045
C8 -24.7716 -6.3690 -22.3242
O5 -25.8518 -6.4009 -22.8096
O6 -23.8557 -7.3451 -22.4678
H7 -20.5550 -7.1524 -22.3487
H8 -21.4740 -6.4482 -23.5316
H9 -21.7153 -8.2496 -23.1848
H10 -22.4167 -7.6369 -20.8420
H11 -22.2173 -4.9315 -21.6908
H12 -22.8957 -5.5852 -20.1489
C9 -21.2931 -12.0988 -17.3201
C10 -20.4192 -13.1067 -18.0133
C11 -18.8896 -12.8583 -17.9921
O7 -18.4084 -13.9033 -17.1581
C12 -19.3941 -14.7660 -16.8040
O8 -19.2346 -15.7536 -16.1691
O9 -20.5505 -14.3884 -17.3560
H13 -22.3530 -12.3547 -17.3008
H14 -21.3037 -11.0880 -17.7332
H15 -20.9448 -12.0110 -16.2870
H16 -20.7706 -13.3701 -19.0084
H17 -18.5896 -11.8830 -17.6136
H18 -18.4919 -13.0755 -18.9836
C13 -19.1693 -7.1044 -15.5329
C14 -19.5657 -6.1972 -14.3788
C15 -18.9340 -6.4858 -13.0224
O10 -18.4892 -5.2000 -12.5719
C16 -18.7219 -4.2940 -13.5375
O11 -18.6898 -3.1087 -13.3824
O12 -18.9867 -4.8942 -14.7046
H19 -19.8384 -7.9468 -15.7302
H20 -18.2052 -7.5768 -15.3536
H21 -19.1553 -6.5518 -16.4693
H22 -20.6223 -5.9371 -14.2877
H23 -18.0639 -7.1426 -13.0384
H24 -19.6830 -6.9555 -12.3835
C17 -14.7057 -5.1506 -17.9959
C18 -13.9564 -5.1395 -16.6746
C19 -14.5734 -6.0649 -15.5881
O13 -13.5783 -7.0287 -15.2767
C20 -12.5156 -6.8988 -16.1316
O14 -11.4455 -7.4136 -15.9970
O15 -12.8017 -5.9731 -17.0321
H25 -15.5181 -4.4117 -18.0239
H26 -15.3242 -6.0446 -18.1174
H27 -14.1230 -4.9944 -18.8989
H28 -13.5705 -4.2087 -16.2674
H29 -15.4126 -6.5741 -16.0644
H30 -14.8170 -5.5271 -14.6754
C21 -18.7425 -9.4123 -21.4829
C22 -17.7912 -9.9519 -20.4252
C23 -16.2498 -9.5277 -20.6618
O16 -15.8527 -8.8750 -19.4452
C24 -16.8791 -8.7879 -18.6216
O17 -16.8839 -8.1371 -17.6160
O18 -18.0048 -9.1301 -19.2732
H31 -18.8640 -8.3293 -21.4520
H32 -19.7462 -9.5366 -21.0420
H33 -18.7392 -9.9756 -22.4084
H34 -17.8209 -10.9869 -20.0929
H35 -16.2058 -8.7745 -21.4476
H36 -15.6055 -10.3604 -20.9291
C25 -17.5697 -6.1847 -22.9333
C26 -16.4632 -5.9907 -21.8719
C27 -15.0785 -6.1679 -22.4889
O19 -14.3471 -5.0323 -22.0654
C28 -15.1873 -4.1181 -21.5553
O20 -14.8551 -3.1491 -20.9405
O21 -16.4278 -4.6171 -21.4866
H37 -18.4773 -6.0686 -22.3425
H38 -17.3511 -7.1446 -23.4028
H39 -17.5809 -5.4538 -23.7405
H40 -16.6047 -6.6445 -21.0122
H41 -15.0998 -6.3707 -23.5618
H42 -14.5456 -7.0255 -22.0690
C29 -16.4717 -14.2790 -21.8852
C30 -16.3938 -14.1927 -20.3507
C31 -15.1820 -14.8843 -19.7228
O22 -14.7758 -13.9207 -18.6909
C32 -15.3110 -12.7197 -18.9665
O23 -15.1732 -11.7466 -18.3002
O24 -16.0777 -12.8387 -20.1019
H43 -16.7929 -15.2494 -22.2675
H44 -15.4510 -14.0820 -22.2130
H45 -17.1535 -13.5681 -22.3472
H46 -17.2439 -14.5572 -19.7693
H47 -14.3110 -15.1142 -20.3321
H48 -15.4655 -15.7453 -19.1212
C33 -17.1466 -13.0358 -25.3793
C34 -16.1362 -11.9023 -25.3089
C35 -16.5715 -10.6690 -24.5064
O25 -15.4600 -10.3186 -23.7295
C36 -14.6782 -11.3973 -23.5752
O26 -13.7824 -11.4630 -22.7857
O27 -15.0480 -12.3617 -24.4373
H49 -17.8631 -12.8746 -24.5709
H50 -16.7185 -14.0036 -25.1132
H51 -17.5777 -13.1628 -26.3694
H52 -15.6424 -11.6855 -26.2565
H53 -17.4053 -10.9203 -23.8425
H54 -16.9514 -9.8947 -25.1744
C37 -10.0379 -10.5904 -19.6387
C38 -11.2380 -10.1251 -20.4360
C39 -12.3104 -9.3834 -19.6651
O28 -12.6925 -8.3888 -20.6292
C40 -11.7295 -8.2591 -21.5896
O29 -11.7589 -7.5005 -22.4943
O30 -10.7138 -9.1207 -21.3213
H55 -9.2681 -11.0001 -20.2877
H56 -10.3550 -11.4175 -18.9949
H57 -9.7113 -9.7566 -19.0223
H58 -11.7023 -10.8790 -21.0765
H59 -12.1568 -9.0206 -18.6489
H60 -13.1316 -10.0988 -19.5539

HOMO: -10.3 eV
spin multiplicity: 1
orbital gap: 0.3613 Eh


Most stable to least stable, the ends of the list are 1 and 2.


1:
Formula: C5H4
Source: OMol25
Level of theory: ωB97M-V with the def2-TZVPD basis set

Cartesian coordinates (Å):
C1 2.6047 0.6358 -0.5030
C2 1.4790 0.3689 -0.2620
C3 0.1041 0.2861 -0.0328
C4 -1.0519 -0.1889 0.1188
C5 -2.3764 -0.7684 0.4782
H1 3.7049 0.7397 -0.7067
H2 -3.2468 -0.1266 0.3647
H3 -2.7771 -1.6793 -0.0324
H4 -2.2379 -0.9354 1.5792

HOMO: -9.2 eV
spin multiplicity: 1
orbital gap: 0.3736 Eh


2:
Formula: C5H4
Source: OMol25
Level of theory: ωB97M-V with the def2-TZVPD basis set

Cartesian coordinates (Å):
C1 -0.6876 -2.0884 -0.6711
C2 -0.1440 -1.0097 -0.6909
C3 0.7200 0.0621 -0.2363
C4 0.0584 1.1501 0.5202
C5 -0.4480 2.0728 1.1124
H1 -1.3697 -2.7827 -1.0810
H2 1.2785 -0.7496 0.2730
H3 1.4631 0.4751 -0.9228
H4 -0.8707 2.8703 1.6964

HOMO: -9.8 eV
spin multiplicity: 1
orbital gap: 0.3921 Eh


3:
Formula: C5H4
Source: OMol25
Level of theory: ωB97M-V with the def2-TZVPD basis set

Cartesian coordinates (Å):
C1 -2.5811 -1.7643 0.5081
C2 -1.5090 -1.2916 0.1744
C3 -0.3651 -0.6894 -0.2755
C4 0.8251 -0.7682 -0.7617
C5 0.3007 0.6103 -0.0200
H1 -3.6024 -1.9543 0.7864
H2 1.6017 -1.2066 -1.2705
H3 0.1047 1.5900 -0.3862
H4 0.6228 0.6118 0.9797

HOMO: -9.1 eV
spin multiplicity: 1
orbital gap: 0.3637 Eh


4:
Formula: C5H4
Source: OMol25
Level of theory: ωB97M-V with the def2-TZVPD basis set

Cartesian coordinates (Å):
C1 -0.7591 -0.2272 2.5077
C2 -0.4520 0.1823 1.4098
C3 0.0342 0.6187 0.1592
C4 0.1476 0.1293 -1.0595
C5 0.4112 -0.5493 -2.1272
H1 -0.8760 -0.1392 3.5433
H2 0.3689 1.6366 0.5293
H3 -0.3072 -0.7737 -2.7934
H4 1.4325 -0.8775 -2.1691

HOMO: -9.1 eV
spin multiplicity: 1
orbital gap: 0.3635 Eh


Most stable to least stable, the ends of the list are 1 and 3.